(1)
Molecular formula: CH5N2P
Method: DFT, ωB97M-V/def2-TZVPD

Computed properties:
Energy relative to the best compared isomer or geometry (same formula, charge and spin) = 40.3 kcal per mole
Gap between HOMO and LUMO = 6.98 eV
Highest occupied orbital energy = -7.42 eV

```
! RIJCOSX wB97M-V def2-TZVPD def2/J DEFGRID3
* xyz 0 1
C 1.73006 -1.30417 1.52523
N -1.27163 1.37707 -2.02852
N 0.53763 -0.81465 1.50979
P -0.73607 -0.05272 1.34351
H 1.89265 -2.26346 2.01719
H -1.18739 1.48239 -0.98280
H 2.50171 -0.68988 1.17208
H -1.41987 0.37463 -2.15160
H -2.04708 1.89079 -2.40489
*
```

Okay, here come the Löwdin numbers, in e, for every atom: -0.13, -0.02, -0.64, 0.74, 0.06, -0.05, 0.05, -0.01, -0.01

(2)
Molecular formula: C5H11O2
Method: DFT, ωB97M-V/def2-TZVPD

Computed properties:
Energy relative to the best compared isomer or geometry (same formula, charge and spin) = 32.0 kcal per mole
Gap between HOMO and LUMO = 7.32 eV
Highest occupied orbital energy = -3.65 eV

```
! RIJCOSX wB97M-V def2-TZVPD def2/J DEFGRID3
* xyz -1 1
C -1.80080 -2.15343 1.32344
C -0.47603 -2.41708 1.94912
H -1.66765 -1.80792 0.26319
H -2.40619 -2.99060 1.38751
H -2.33647 -1.42678 1.80823
H -0.51568 -3.13526 2.73117
H -0.14742 -1.43487 2.45299
H 0.20704 -2.78026 1.11247
C 1.43147 2.05604 -0.79120
C 1.45051 1.22068 -2.06475
C -0.17779 2.36964 -0.75480
O -0.85822 1.57083 -0.13183
O -0.57038 3.44337 -1.22769
H 1.58155 1.35928 -0.02752
H 2.11477 2.90991 -0.72690
H 1.07433 0.16553 -1.90174
H 2.38089 1.35515 -2.56560
H 0.71608 1.69576 -2.83607
*
```

Okay, here come the Löwdin numbers, in e, for every atom: -0.19, -0.19, 0.10, 0.03, 0.03, 0.03, 0.10, 0.08, -0.18, -0.17, -0.81, -0.07, -0.10, 0.05, 0.09, 0.08, 0.02, 0.09

(3)
Molecular formula: C49H60AsBN2O4PdS2SbSi3
Method: DFT, ωB97M-V/def2-TZVPD

Computed properties:
Energy relative to the best compared isomer or geometry (same formula, charge and spin) = 13.3 kcal per mole
Gap between HOMO and LUMO = 5.17 eV
Highest occupied orbital energy = -9.21 eV

```
! RIJCOSX wB97M-V def2-TZVPD def2/J DEFGRID3
* xyz 1 1
Pd -0.12752 0.16930 0.95856
C 4.17520 -1.11331 -1.82047
C 3.17752 -0.11556 -1.30067
N 2.52224 -0.41640 -0.16724
N 3.06877 -1.18443 0.70284
C 2.55659 -1.69185 1.76500
S 1.05812 -1.22036 2.49860
S 3.52686 -2.89683 2.60905
C 4.77035 -1.83182 3.47667
C 5.97484 -1.56058 2.64417
C 6.11707 -0.35808 1.96321
C 7.25084 -0.11116 1.20997
C 8.25296 -1.06201 1.12865
C 8.10839 -2.27189 1.78763
C 6.97636 -2.52082 2.53990
C 3.00526 1.12238 -1.95711
C 3.68815 1.43360 -3.15886
C 3.67204 2.70022 -3.69152
C 2.99044 3.73167 -3.05386
C 2.26507 3.44992 -1.90373
C 2.23295 2.16869 -1.39399
O 1.43302 1.88613 -0.28193
H 4.16345 -2.00502 -1.20026
H 5.17487 -0.68394 -1.77618
H 3.96079 -1.39055 -2.85037
H 5.02213 -2.41908 4.35892
H 4.24783 -0.92086 3.76872
H 5.34109 0.39156 2.03450
H 7.35367 0.83222 0.69599
H 9.14640 -0.85755 0.55909
H 8.88438 -3.01880 1.72392
H 6.86400 -3.46364 3.05637
H 4.26227 0.66109 -3.64312
H 4.21240 2.90308 -4.60423
H 3.01554 4.74270 -3.43120
H 1.70833 4.22730 -1.40036
O -1.49893 1.33720 -0.55967
As -1.68374 0.95816 -2.13771
C -1.64324 2.53155 -3.27337
C -2.80167 3.15773 -3.71274
C -2.71313 4.28002 -4.51946
C -1.47225 4.77328 -4.89210
C -0.31599 4.14815 -4.45419
C -0.40152 3.02924 -3.64395
C -0.40055 -0.30348 -2.86056
C -0.28860 -0.38449 -4.24472
C 0.54244 -1.33177 -4.81220
C 1.22594 -2.22768 -4.00361
C 1.10616 -2.15838 -2.62535
C 0.30620 -1.18113 -2.05444
C -3.43551 0.16099 -2.45318
C -4.55709 0.84117 -1.99319
C -5.82592 0.37976 -2.29982
C -5.97463 -0.76082 -3.07153
C -4.85950 -1.45413 -3.51133
C -3.58952 -0.99634 -3.20223
H -3.76934 2.74357 -3.45391
H -3.61342 4.77420 -4.85449
H -1.40742 5.63458 -5.53987
H 0.65526 4.52319 -4.74255
H 0.49771 2.52721 -3.30194
H -0.85624 0.30005 -4.86572
H 0.65333 -1.37317 -5.88501
H 1.85879 -2.97795 -4.45177
H 1.63819 -2.85680 -1.99497
H 0.27897 -1.07372 -0.95576
H -4.42144 1.74061 -1.39602
H -6.69783 0.91512 -1.95363
H -6.96068 -1.10958 -3.33641
H -4.97644 -2.34602 -4.10774
H -2.71612 -1.53509 -3.55086
O 2.41229 3.64489 1.09239
B 1.47379 2.67708 0.79849
O 0.49527 2.59524 1.78244
C 0.80276 3.59965 2.67521
C 0.11262 4.03496 3.78715
C 0.68908 5.07156 4.50969
C 1.88594 5.65518 4.12079
C 2.55510 5.24629 2.97542
C 1.98761 4.21547 2.25974
H -0.82599 3.59810 4.08479
H 0.19020 5.43374 5.39435
H 2.30821 6.45579 4.70715
H 3.47510 5.69983 2.64770
C -5.55038 -0.39788 1.00534
Si -4.65042 -2.09185 1.12539
C -4.93741 -3.17791 -0.41631
C -5.33190 -2.99685 2.66734
Sb -1.97080 -1.62803 0.88486
Si -1.58889 0.73640 2.87149
C -2.56531 2.22651 2.12946
C -0.34762 0.91900 4.33951
C -2.99645 -0.24573 3.76877
Si -1.08527 -4.17028 1.20606
C 0.74569 -4.46233 1.65690
C -1.44917 -4.91913 -0.52344
C -2.18641 -4.89887 2.59423
H -6.46291 -0.48154 0.42282
H -4.91549 0.34129 0.52352
H -5.83054 -0.01932 1.98504
H -5.96623 -3.11009 -0.75405
H -4.73406 -4.21970 -0.19453
H -4.29409 -2.87335 -1.23615
H -6.39110 -3.18270 2.52239
H -5.22734 -2.41400 3.57482
H -4.85863 -3.95484 2.83442
H -1.94739 2.87537 1.52015
H -3.00234 2.80912 2.93324
H -3.37055 1.85230 1.50332
H 0.60860 1.34225 4.05002
H -0.15693 -0.06610 4.75754
H -0.77818 1.53349 5.12418
H -3.91077 -0.24956 3.18640
H -3.20846 0.24410 4.71379
H -2.72435 -1.27535 3.98451
H 1.43008 -4.00323 0.94963
H 0.96054 -5.52587 1.68349
H 0.97334 -4.06012 2.63933
H -1.06629 -4.27395 -1.31094
H -2.51417 -5.04549 -0.68379
H -0.98210 -5.89274 -0.63152
H -2.32895 -4.18555 3.40120
H -1.72506 -5.78833 3.01322
H -3.15921 -5.18748 2.21235
*
```

Löwdin population analysis, charges in e, atoms 1 to 99: 0.33, -0.02, -0.22, 0.04, -0.09, -1.04, 0.64, 0.91, -0.38, -0.31, -0.06, -0.09, -0.09, -0.08, -0.05, -0.09, 0.01, -0.06, -0.05, -0.01, -0.15, 0.14, 0.08, 0.10, 0.08, 0.08, 0.08, 0.11, 0.10, 0.10, 0.10, 0.11, 0.11, 0.11, 0.12, 0.14, -0.55, 1.21, -0.28, -0.08, -0.06, -0.06, -0.06, -0.10, -0.30, -0.10, -0.06, -0.06, -0.08, -0.14, -0.29, -0.14, -0.08, -0.07, -0.08, -0.10, 0.09, 0.11, 0.11, 0.10, 0.08, 0.11, 0.11, 0.11, 0.11, 0.02, 0.11, 0.11, 0.11, 0.11, 0.10, 0.25, -0.77, 0.12, -0.18, 0.00, -0.07, -0.07, 0.02, -0.17, 0.10, 0.11, 0.11, 0.12, -0.21, 0.44, -0.21, -0.20, 0.93, 0.50, -0.19, -0.25, -0.25, 0.42, -0.26, -0.21, -0.23, 0.03, -0.01

Q: Which formula does entry 1 have?
A: CH5N2P

Q: Which of these has the lowest highest occupied orbital energy?
A: C49H60AsBN2O4PdS2SbSi3